The following is a quantum chemistry calculation of a cluster of 2 separate species, C2H9N3 in total in a non-equilibrium geometry, from OMol25.

The geometry in XYZ format:
```
14
Properties=species:S:1:pos:R:3:nbo_charge:R:1
N -1.918 2.264 0.208 -0.820
H 2.604 -2.564 -0.758 0.410
H -1.872 2.688 1.133 0.340
H -0.592 3.329 -1.053 0.170
N 0.235 -1.433 -0.036 -0.773
N 1.989 -2.950 -0.067 -0.825
C -0.551 2.445 -0.433 -0.424
H -0.392 1.602 -1.088 0.202
H 0.283 2.463 0.269 0.191
H -0.038 -3.280 0.714 0.161
H -2.448 2.958 -0.313 0.341
H -0.306 -1.148 0.782 0.354
H 2.312 -3.768 0.422 0.384
C 0.694 -2.607 0.220 0.289
```

Results
* multiplicity: 1
* Kohn-Sham gap: 9.615 eV

The following is a quantum chemistry calculation of a cluster of 2 separate species, C2H9N3O in total in a non-equilibrium geometry, from OMol25.

The geometry in XYZ format:
```
15
Properties=species:S:1:pos:R:3:nbo_charge:R:1
C 1.417 0.160 -0.662 0.081
N -1.385 1.352 0.398 -0.820
H -1.994 -1.549 1.334 0.345
H -0.272 -0.803 -0.868 0.501
H 1.772 1.063 -1.170 0.153
C -1.901 0.263 1.001 0.290
H 2.458 -1.387 0.212 0.360
H 2.473 -1.488 -1.410 0.373
N -1.707 -0.936 0.575 -0.778
H -2.270 0.415 2.022 0.151
H -0.872 1.216 -0.465 0.424
O 0.250 -0.176 -1.407 -0.768
N 2.428 -0.839 -0.639 -0.862
H 1.174 0.423 0.367 0.155
H -1.572 2.287 0.711 0.395
```

Results
* multiplicity: 1
* Kohn-Sham gap: 10.108 eV

The following is a quantum chemistry calculation of the molecule C2H9N3O in a non-equilibrium geometry, from OMol25.

The geometry in XYZ format:
```
15
Properties=species:S:1:pos:R:3:nbo_charge:R:1
N 0.866 0.413 -0.501 -0.534
C 0.025 0.289 0.714 0.231
H 0.127 -1.875 0.962 0.202
C 0.380 -0.966 1.516 -0.632
H 0.395 -1.464 -1.187 0.359
H 1.441 -0.986 1.781 0.227
N -1.468 1.522 -0.742 -0.513
N 0.675 -0.550 -1.547 -0.704
H -0.204 -0.982 2.441 0.220
H 1.548 -0.720 -2.052 0.355
H 0.236 1.171 1.337 0.170
O -1.330 0.266 0.348 -0.459
H -2.484 1.453 -0.679 0.346
H 1.038 1.383 -0.770 0.380
H -1.247 1.045 -1.621 0.353
```

Results
* multiplicity: 1
* Kohn-Sham gap: 8.865 eV

The following is a quantum chemistry calculation of a cluster of 2 separate species, C2H9N3P in total in a non-equilibrium geometry, from OMol25.

The geometry in XYZ format:
```
15
Properties=species:S:1:pos:R:3:nbo_charge:R:1
N 1.097 0.178 0.718 -0.861
H 1.246 -0.868 0.633 0.390
N -0.959 -0.231 -1.176 -0.561
H 0.775 -1.384 -1.545 0.213
P 0.906 0.667 2.300 0.584
H 1.040 0.268 -1.918 0.255
H -1.881 -0.436 -1.524 0.419
H 1.632 -0.372 2.687 -0.021
C -0.888 0.169 0.016 0.681
H -1.500 1.081 1.565 0.419
H 1.833 1.586 2.129 -0.020
H -2.636 0.978 0.477 0.421
N -1.795 0.622 0.757 -0.753
C 0.243 -0.601 -1.998 -0.409
H -0.261 -0.813 -2.977 0.243
```

Results
* charge: +1
* multiplicity: 1
* Kohn-Sham gap: 8.961 eV

The following is a quantum chemistry calculation of a cluster of 2 separate species, C2H9N5 in total in a non-equilibrium geometry, from OMol25.

The geometry in XYZ format:
```
16
Properties=species:S:1:pos:R:3:nbo_charge:R:1
N -0.058 -3.145 1.286 -0.670
H -0.930 -3.134 0.791 0.423
H 1.047 -0.156 0.460 0.447
N -0.218 1.186 -2.592 -0.776
H -0.098 4.433 0.414 0.448
N -0.356 2.822 -0.757 -0.058
H 0.559 1.168 -3.254 0.447
H -0.520 -0.889 0.410 0.403
H 1.473 -2.119 2.037 0.238
H -0.785 3.041 1.187 0.427
C -0.035 2.059 -1.610 0.597
H -0.953 1.397 -3.251 0.444
N 0.400 -0.872 0.728 -0.734
H 0.245 -4.032 1.665 0.465
N -0.526 3.499 0.306 -0.529
C 0.638 -2.016 1.397 0.428
```

Results
* charge: +2
* multiplicity: 1
* Kohn-Sham gap: 10.886 eV

The following is a quantum chemistry calculation of a cluster of 2 separate species, C2H9N5O in total in a non-equilibrium geometry, from OMol25.

The geometry in XYZ format:
```
17
Properties=species:S:1:pos:R:3:nbo_charge:R:1
C 1.040 -0.830 -1.740 0.778
H 1.178 1.217 -1.356 0.399
H -1.073 2.351 1.605 0.376
C -1.048 0.343 1.541 0.579
N -0.192 -0.012 2.454 -0.783
N 2.182 -1.092 -0.933 -0.865
O 0.503 -1.690 -2.495 -0.648
N 0.539 0.493 -1.670 -0.884
H 2.156 -0.737 0.016 0.400
H -1.048 -1.586 0.940 0.400
N -1.559 -0.699 0.748 -0.837
H -0.134 0.684 -2.488 0.417
H -1.573 -0.492 -0.272 0.381
N -1.634 1.596 1.296 -0.821
H 2.484 -2.061 -1.008 0.404
H 0.096 0.764 3.011 0.328
H -1.918 1.751 0.352 0.377
```

Results
* multiplicity: 1
* Kohn-Sham gap: 9.605 eV

The following is a quantum chemistry calculation of a structure of composition C2H9N5O2 in a non-equilibrium geometry, from OMol25.

The geometry in XYZ format:
```
18
Properties=species:S:1:pos:R:3:nbo_charge:R:1
H -0.815 0.552 1.473 0.460
N -0.169 0.944 -1.452 -0.513
H 1.793 -0.557 1.836 0.331
C 1.027 -1.773 -0.696 -0.002
H 0.684 -2.087 -1.682 0.189
H -0.833 1.154 -2.187 0.367
N 1.166 0.191 1.508 -0.181
N 0.192 2.148 -0.798 -0.657
O -1.501 0.321 0.435 -0.815
O -1.479 -0.932 -1.465 -0.736
N 0.177 0.401 2.280 -0.486
H -0.012 -0.301 3.006 0.325
H 1.047 1.973 -0.280 0.353
N 0.434 -0.877 -0.050 -0.369
H -0.527 2.400 -0.116 0.338
H -2.284 -1.154 -0.976 0.494
H 1.855 -2.309 -0.238 0.165
C -0.755 -0.093 -0.600 0.739
```

Results
* multiplicity: 1
* Kohn-Sham gap: 9.011 eV

The following is a quantum chemistry calculation of a cluster of 2 separate species, C2H9NO in total in a non-equilibrium geometry, from OMol25.

The geometry in XYZ format:
```
13
Properties=species:S:1:pos:R:3:nbo_charge:R:1
H 0.413 0.390 -2.198 0.194
H 1.141 -1.202 -1.838 0.172
O -0.790 1.712 2.305 -0.928
H 1.995 0.387 -1.595 0.202
H 1.383 -0.422 0.421 0.353
H -0.531 -1.817 -0.033 0.179
C -0.599 -0.733 0.084 -0.435
H -1.685 1.373 2.459 0.455
H -1.417 -0.382 -0.524 0.196
N 0.641 0.030 -0.102 -0.615
H -0.953 -0.463 1.082 0.185
H -0.652 1.290 1.447 0.472
C 1.054 -0.164 -1.510 -0.429
```

Results
* multiplicity: 1
* Kohn-Sham gap: 10.648 eV

The following is a quantum chemistry calculation of a cluster of 2 separate species, C2H9NO in total in a non-equilibrium geometry, from OMol25.

The geometry in XYZ format:
```
13
Properties=species:S:1:pos:R:3:nbo_charge:R:1
N 1.463 -0.058 -0.951 -0.831
H -2.800 0.384 1.375 0.177
O -1.179 1.176 0.143 -0.704
H 0.624 0.540 -0.662 0.372
H 2.464 -1.794 -0.784 0.178
C 1.530 -1.256 -0.291 -0.397
H 0.567 -1.737 -0.529 0.182
H 2.223 0.549 -0.424 0.330
H -0.861 0.273 1.804 0.183
H -1.759 -0.806 0.553 0.156
C -1.768 0.259 1.003 -0.258
H -1.591 0.804 -0.913 0.454
H 1.750 -1.229 0.822 0.157
```

Results
* multiplicity: 1
* Kohn-Sham gap: 9.591 eV

The following is a quantum chemistry calculation of a cluster of 2 separate species, C2H9NO in total in a non-equilibrium geometry, from OMol25.

The geometry in XYZ format:
```
13
Properties=species:S:1:pos:R:3:nbo_charge:R:1
O 2.177 1.632 0.304 -0.962
C -1.086 -0.138 0.022 -0.208
H 2.223 2.518 0.710 0.482
H -0.251 -0.858 -1.731 0.351
H -1.033 -2.067 0.941 0.211
C -0.351 -1.222 0.845 -0.621
H 0.511 -1.638 0.325 0.203
H -2.103 0.011 0.384 0.180
H -0.551 0.804 0.247 0.160
H -1.443 0.199 -1.969 0.355
H 2.100 0.900 0.925 0.481
H -0.200 -0.733 1.804 0.205
N -1.154 -0.557 -1.365 -0.837
```

Results
* multiplicity: 1
* Kohn-Sham gap: 9.984 eV

The following is a quantum chemistry calculation of a cluster of 4 separate species, C2H9NO in total in a non-equilibrium geometry, from OMol25.

The geometry in XYZ format:
```
13
Properties=species:S:1:pos:R:3:mulliken_spin:R:1
C 0.905 -0.199 0.225 0.023
N 0.715 2.878 -0.669 0.870
H 0.209 3.310 0.147 -0.003
H 1.925 0.063 -0.155 0.005
H 1.421 -0.824 2.375 0.012
H -3.450 -4.570 -1.824 0.000
C 0.644 -0.635 1.668 -0.007
H -0.244 -1.112 2.061 0.005
H 0.171 -0.426 -0.545 -0.008
H 0.773 1.764 -0.634 -0.010
H 0.069 3.021 -1.458 -0.009
H -3.517 -3.935 -2.367 0.000
O 0.380 0.665 1.175 0.121
```

Results
* charge: +1
* expectation value of S²: 0.756
* multiplicity: 2
* Kohn-Sham gap (alpha / beta): 11.635 / 4.455 eV

The following is a quantum chemistry calculation of a cluster of 2 separate species, C2H9NO2 in total in a non-equilibrium geometry, from OMol25.

The geometry in XYZ format:
```
14
Properties=species:S:1:pos:R:3:nbo_charge:R:1
C 0.035 -2.179 -0.987 -0.236
O -1.740 5.682 3.730 -0.942
H 0.482 -3.041 -0.464 0.183
H 1.154 -0.542 0.762 0.464
H -1.443 -3.019 -2.157 0.372
O 1.742 -0.777 0.040 -0.720
C 1.074 -1.112 -1.164 -0.062
H 0.653 -0.228 -1.644 0.151
N -0.541 -2.589 -2.255 -0.856
H -1.885 4.825 4.138 0.471
H 1.922 -1.443 -1.776 0.183
H -0.423 -1.916 -2.991 0.366
H -2.546 5.924 3.252 0.471
H -0.694 -1.794 -0.276 0.154
```

Results
* multiplicity: 1
* Kohn-Sham gap: 10.087 eV

The following is a quantum chemistry calculation of a cluster of 2 separate species, C2H9NO2 in total in a non-equilibrium geometry, from OMol25.

The geometry in XYZ format:
```
14
Properties=species:S:1:pos:R:3:nbo_charge:R:1
H -0.632 -0.637 -0.641 0.173
H 0.907 1.168 -2.043 0.112
H -0.127 -0.320 1.048 0.204
H 2.736 2.045 -1.415 0.345
H 0.666 2.225 2.642 0.468
O 1.067 1.626 3.312 -0.943
O 1.345 0.109 -0.368 -0.545
C 0.000 0.000 0.000 -0.250
H 1.703 -0.405 -2.343 0.143
H -0.343 1.044 -0.094 0.160
H 1.691 1.063 2.800 0.476
C 1.652 0.453 -1.644 0.112
H 3.108 1.194 -2.767 0.359
N 2.900 1.095 -1.767 -0.814
```

Results
* multiplicity: 1
* Kohn-Sham gap: 10.323 eV

The following is a quantum chemistry calculation of a cluster of 3 separate species, C2H9NO4 in total in a non-equilibrium geometry, from OMol25.

The geometry in XYZ format:
```
16
Properties=species:S:1:pos:R:3:nbo_charge:R:1
H -0.519 -0.478 1.428 0.193
H 0.335 3.758 0.268 0.467
O -0.309 3.654 -0.485 -0.970
C -0.035 0.347 0.930 0.093
O -2.949 -2.616 -3.005 -0.934
H -0.023 1.142 1.650 0.160
H 1.894 0.821 0.113 0.385
H -0.770 2.800 -0.450 0.498
O 1.687 -1.624 2.013 -0.571
O -0.795 0.748 -0.146 -0.738
H -0.784 0.011 -0.944 0.495
C 2.195 -0.833 1.241 0.524
H -3.705 -2.651 -3.617 0.467
H 3.171 -0.932 0.867 0.130
H -2.946 -3.613 -2.729 0.467
N 1.331 0.109 0.482 -0.667
```

Results
* multiplicity: 1
* Kohn-Sham gap: 10.557 eV

The following is a quantum chemistry calculation of a cluster of 3 separate species, C2H9NOS in total in a non-equilibrium geometry, from OMol25.

The geometry in XYZ format:
```
14
Properties=species:S:1:pos:R:3:mulliken_spin:R:1
H -1.854 -3.738 -5.114 0.000
H 0.861 2.757 2.676 0.013
C 0.170 0.962 1.846 -0.046
H -2.356 -2.536 -5.944 0.000
C 1.449 0.564 1.131 -0.061
S -0.247 -1.159 -1.104 1.996
N 0.363 1.892 2.896 -0.820
H -0.545 1.377 1.106 -0.095
O -2.276 -3.497 -5.944 0.000
H -0.409 2.052 3.545 0.016
H -0.345 0.095 2.271 -0.015
H 2.111 -0.083 1.709 -0.005
H 1.087 -0.061 0.298 0.019
H 1.990 1.375 0.627 -0.003
```

Results
* charge: +1
* expectation value of S²: 1.755
* multiplicity: 2
* Kohn-Sham gap (alpha / beta): 4.223 / 7.220 eV

The following is a quantum chemistry calculation of a cluster of 2 separate species, C2H9NOS2 in total in a non-equilibrium geometry, from OMol25.

The geometry in XYZ format:
```
15
Properties=species:S:1:pos:R:3:nbo_charge:R:1
H -0.082 -3.289 -0.338 0.117
H -1.847 -0.128 -2.199 0.225
H 1.408 2.102 -0.040 0.137
H 2.656 2.392 2.190 0.384
O 0.413 3.386 1.389 -0.739
N 2.114 1.637 1.755 -0.889
H 0.248 1.416 0.823 0.147
H -0.013 3.266 2.226 0.468
C -1.318 0.101 -1.282 -0.789
C 1.036 2.063 0.953 0.115
H -0.372 0.250 -1.730 0.225
H -1.470 1.084 -0.834 0.247
S -1.347 -1.318 -0.208 0.100
H 2.659 0.891 1.390 0.376
S 0.122 -2.401 -1.224 -0.125
```

Results
* multiplicity: 1
* Kohn-Sham gap: 8.591 eV

The following is a quantum chemistry calculation of a cluster of 2 separate species, C2H9NOSi2 in total in a non-equilibrium geometry, from OMol25.

The geometry in XYZ format:
```
15
Properties=species:S:1:pos:R:3:nbo_charge:R:1
N 0.519 0.288 0.440 -1.657
H -1.609 -0.009 -1.468 0.317
H 0.447 2.779 1.289 -0.215
Si 0.711 1.932 0.115 1.158
H -1.674 -1.539 -0.624 0.317
H -0.283 2.275 -0.933 -0.245
H 0.061 -2.226 0.488 -0.260
Si 1.104 -1.234 0.867 1.171
H -3.215 -0.679 -0.986 0.270
C -2.013 0.095 0.541 0.935
C -2.163 -0.564 -0.709 -0.808
H 2.315 -1.564 0.105 -0.207
H 1.365 -1.411 2.304 -0.214
O -2.443 0.565 1.503 -0.359
H 2.055 2.212 -0.400 -0.202
```

Results
* multiplicity: 1
* Kohn-Sham gap (alpha / beta): 7.709 / 7.710 eV

The following is a quantum chemistry calculation of a cluster of 2 separate species, C2H9NP in total in a non-equilibrium geometry, from OMol25.

The geometry in XYZ format:
```
13
Properties=species:S:1:pos:R:3:nbo_charge:R:1
H 0.567 -0.355 1.652 0.226
C -1.785 1.131 -0.238 -0.488
P 1.985 0.567 -0.185 0.309
N 0.232 -1.584 -0.032 -0.747
H 0.639 -1.756 -0.969 0.449
H -0.797 -1.965 -0.075 0.467
H -1.878 1.566 0.820 0.213
H 0.708 -2.215 0.686 0.456
H -2.349 0.165 -0.490 0.181
C 0.563 -0.276 0.548 -0.352
H -1.184 1.683 -1.033 0.202
H 1.297 1.205 -1.282 0.015
H 2.001 1.833 0.599 0.068
```

Results
* charge: +1
* multiplicity: 1
* Kohn-Sham gap (alpha / beta): 7.512 / 8.840 eV

The following is a quantum chemistry calculation of a cluster of 3 separate species, C2H9NS in total in a non-equilibrium geometry, from OMol25.

The geometry in XYZ format:
```
13
Properties=species:S:1:pos:R:3:mulliken_spin:R:1
H 1.204 1.554 2.496 -0.035
H -0.633 0.834 -2.587 0.001
S -0.504 -1.324 1.101 0.644
C -0.626 -1.245 -0.907 0.415
H 1.491 0.170 2.918 -0.005
H -1.523 -1.752 -1.219 -0.092
H 0.294 -1.738 -1.208 -0.001
N 1.831 0.802 2.184 0.036
H -0.038 0.830 -0.635 0.000
H -0.579 0.902 -3.316 0.014
H -1.633 0.472 -0.114 -0.047
H 1.336 0.432 1.371 -0.026
C -0.619 0.062 -0.084 0.097
```

Results
* charge: -1
* expectation value of S²: 0.755
* multiplicity: 2
* Kohn-Sham gap (alpha / beta): 3.430 / 7.800 eV

The following is a quantum chemistry calculation of a cluster of 3 separate species, C2H9NS in total in a non-equilibrium geometry, from OMol25.

The geometry in XYZ format:
```
13
Properties=species:S:1:pos:R:3:nbo_charge:R:1
C 0.243 2.604 0.100 -0.512
H 0.708 1.084 1.616 0.204
H -0.267 -1.558 -0.712 0.358
H -1.470 -6.279 -1.050 -0.002
N -0.234 -0.552 -0.594 -1.068
H -0.813 2.370 0.135 0.211
H -1.181 -0.257 -0.374 0.358
H 2.133 1.558 0.616 0.224
S 0.750 3.464 1.612 0.145
H 0.344 -0.395 0.219 0.354
H 0.559 2.527 -0.940 0.238
C 1.160 1.839 1.003 -0.512
H -1.932 -6.406 -1.629 0.002
```

Results
* multiplicity: 1
* Kohn-Sham gap: 9.834 eV